{
  "formula": "C43H78BF16NO17P3",
  "method": "the ωB97M-V functional and the def2-TZVPD basis",
  "charge": -1,
  "gap_ev": 5.512,
  "molar_mass_g_mol": 1288.8,
  "energy_ha": -5665.92431,
  "multiplicity": 1,
  "elements": ["C", "O", "C", "C", "C", "C", "C", "C", "C", "C", "C", "C", "C", "C", "C", "C", "F", "O", "B", "C", "C", "C", "F", "C", "F", "F", "C", "F", "F", "C", "F", "F", "F", "O", "C", "O", "N", "O", "C", "F", "F", "C", "F", "F", "C", "F", "F", "F", "H", "H", "H", "H", "H", "H", "H", "H", "H", "H", "H", "H", "H", "H", "H", "H", "H", "H", "H", "H", "H", "H", "H", "H", "H", "H", "H", "H", "H", "H", "H", "H", "H", "O", "P", "O", "C", "C", "O", "C", "C", "O", "C", "C", "H", "H", "H", "H", "H", "H", "H", "H", "H", "H", "H", "H", "H", "H", "H", "O", "P", "O", "C", "C", "O", "C", "C", "O", "C", "C", "H", "H", "H", "H", "H", "H", "H", "H", "H", "H", "H", "H", "H", "H", "H", "O", "P", "O", "C", "C", "O", "C", "C", "O", "C", "C", "H", "H", "H", "H", "H", "H", "H", "H", "H", "H", "H", "H", "H", "H", "H"],
  "xyz": [[5.285, 0.449, -0.788], [5.448, -0.733, -1.542], [4.283, -1.524, -1.534], [4.382, -2.678, -2.552], [3.863, -4.015, -1.962], [2.339, -3.918, -1.834], [1.702, -5.119, -1.067], [0.699, -4.661, 0.026], [-0.578, -5.528, -0.056], [-1.733, -4.976, 0.812], [-3.091, -5.362, 0.182], [-4.238, -4.347, 0.449], [-4.413, -3.293, -0.635], [-3.193, -2.353, -0.757], [-2.783, -1.644, 0.541], [-3.531, -0.339, 0.798], [-2.742, 0.387, 1.727], [-5.443, -2.416, -0.223], [-6.376, -2.035, -1.309], [-7.846, -2.520, -0.764], [-8.666, -1.453, 0.035], [-10.093, -1.531, -0.408], [-10.441, -1.098, -1.641], [-11.072, -2.062, 0.322], [-12.141, -2.621, -0.243], [-11.029, -2.107, 1.650], [-6.236, -0.460, -1.855], [-6.052, 0.455, -0.851], [-5.126, -0.356, -2.661], [-7.416, -0.001, -2.776], [-8.330, 0.731, -2.135], [-6.915, 0.827, -3.743], [-7.956, -1.017, -3.441], [-5.777, -2.800, -2.446], [-4.892, -3.781, -2.108], [-3.827, -3.542, -3.058], [-2.862, -4.538, -3.077], [-1.865, -4.115, -3.529], [-5.684, -5.091, -2.225], [-6.607, -5.203, -1.249], [-4.902, -6.204, -2.090], [-6.483, -5.299, -3.560], [-7.577, -4.538, -3.635], [-6.950, -6.581, -3.493], [-5.677, -5.232, -4.885], [-5.466, -3.990, -5.304], [-6.467, -5.800, -5.837], [-4.559, -5.951, -4.860], [6.185, 0.634, -0.195], [4.434, 0.430, -0.100], [5.151, 1.321, -1.442], [3.407, -0.925, -1.829], [4.032, -1.920, -0.536], [5.416, -2.756, -2.893], [3.705, -2.449, -3.379], [4.348, -4.198, -0.998], [4.188, -4.795, -2.659], [2.121, -3.031, -1.231], [1.908, -3.819, -2.832], [2.509, -5.713, -0.629], [1.189, -5.720, -1.822], [1.159, -4.705, 1.015], [0.392, -3.647, -0.249], [-0.852, -5.548, -1.116], [-0.323, -6.560, 0.211], [-1.588, -3.903, 0.931], [-1.622, -5.461, 1.787], [-2.956, -5.607, -0.871], [-3.399, -6.296, 0.666], [-5.143, -4.934, 0.617], [-4.027, -3.895, 1.420], [-3.299, -1.599, -1.538], [-2.332, -2.969, -1.062], [-2.803, -2.257, 1.441], [-1.735, -1.340, 0.411], [-4.479, -0.533, 1.294], [-3.614, 0.280, -0.093], [-7.650, -3.335, -0.067], [-8.457, -2.937, -1.573], [-8.255, -0.443, 0.005], [-8.688, -1.742, 1.088], [0.594, 4.341, -3.973], [-0.531, 3.364, -3.890], [-1.550, 3.851, -5.079], [-1.154, 3.675, -6.438], [-1.243, 2.222, -6.874], [-1.292, 3.929, -2.552], [-0.624, 4.753, -1.596], [-0.943, 6.217, -1.834], [-1.156, 1.881, -3.695], [-2.396, 1.593, -3.013], [-3.632, 2.224, -3.602], [-0.142, 4.063, -6.584], [-1.831, 4.282, -7.040], [-0.514, 1.607, -6.342], [-1.052, 2.130, -7.945], [-2.229, 1.813, -6.654], [0.449, 4.573, -1.609], [-0.982, 4.457, -0.609], [-0.829, 6.487, -2.883], [-0.296, 6.857, -1.231], [-1.981, 6.423, -1.566], [-2.298, 1.823, -1.953], [-2.505, 0.508, -3.075], [-3.646, 3.306, -3.471], [-4.513, 1.821, -3.108], [-3.709, 2.020, -4.670], [1.083, 5.236, 1.420], [1.045, 5.182, 2.908], [0.197, 6.521, 3.319], [-1.204, 6.563, 3.028], [-2.010, 5.687, 3.969], [2.577, 5.679, 3.240], [3.613, 5.593, 2.261], [3.815, 6.930, 1.574], [0.914, 4.425, 4.344], [1.654, 4.775, 5.519], [1.438, 6.181, 6.031], [-1.375, 6.274, 1.987], [-1.512, 7.603, 3.136], [-1.779, 4.630, 3.818], [-3.079, 5.828, 3.803], [-1.780, 5.922, 5.009], [3.404, 4.805, 1.539], [4.527, 5.309, 2.787], [2.868, 7.361, 1.251], [4.468, 6.827, 0.707], [4.268, 7.643, 2.265], [2.712, 4.566, 5.371], [1.314, 4.074, 6.285], [1.863, 6.927, 5.361], [1.923, 6.293, 7.003], [0.377, 6.402, 6.144], [7.626, 1.288, 3.185], [8.958, 0.974, 3.822], [9.391, -0.235, 2.778], [9.888, 0.110, 1.486], [11.308, 0.647, 1.548], [8.270, 0.107, 5.058], [6.956, 0.394, 5.541], [5.940, -0.552, 4.929], [10.384, 0.797, 4.646], [10.705, -0.279, 5.539], [10.691, -1.662, 4.930], [9.220, 0.834, 1.010], [9.864, -0.802, 0.889], [11.342, 1.606, 2.071], [11.708, 0.791, 0.543], [11.957, -0.039, 2.092], [6.691, 1.434, 5.357], [6.977, 0.257, 6.625], [6.060, -0.627, 3.849], [4.922, -0.224, 5.148], [6.073, -1.558, 5.332], [10.074, -0.232, 6.424], [11.720, -0.065, 5.882], [9.684, -1.984, 4.672], [11.094, -2.378, 5.649], [11.294, -1.702, 4.023]],
  "lowdin_charge": [-0.115, -0.180, -0.264, -0.172, -0.221, -0.204, -0.193, -0.197, -0.216, -0.188, -0.172, -0.088, -0.314, -0.088, -0.154, -0.168, -0.101, 0.041, -0.672, -0.035, -0.103, -0.219, 0.073, -0.311, 0.119, 0.114, -0.265, 0.082, 0.068, -0.520, 0.158, 0.112, 0.183, 0.089, -0.294, 0.011, -0.021, 0.073, -0.320, 0.160, 0.113, -0.326, 0.178, 0.127, -0.528, 0.194, 0.138, 0.180, 0.077, 0.086, 0.087, 0.123, 0.121, 0.110, 0.105, 0.110, 0.108, 0.095, 0.116, 0.101, 0.101, 0.113, 0.098, 0.089, 0.115, 0.080, 0.111, 0.075, 0.112, 0.116, 0.117, 0.120, 0.102, 0.099, 0.118, 0.117, 0.106, 0.097, 0.102, 0.106, 0.117, -0.227, 0.576, -0.213, -0.287, -0.081, -0.234, -0.285, -0.073, -0.215, -0.242, -0.063, 0.107, 0.115, 0.071, 0.075, 0.074, 0.102, 0.108, 0.073, 0.071, 0.072, 0.112, 0.116, 0.075, 0.061, 0.078, -0.210, 0.594, -0.214, -0.274, -0.076, -0.240, -0.281, -0.074, -0.214, -0.262, -0.077, 0.107, 0.117, 0.074, 0.080, 0.070, 0.105, 0.116, 0.075, 0.077, 0.072, 0.113, 0.120, 0.071, 0.081, 0.070, -0.208, 0.687, -0.235, -0.286, -0.082, -0.270, -0.286, -0.072, -0.251, -0.269, -0.076, 0.107, 0.120, 0.070, 0.077, 0.073, 0.102, 0.115, 0.072, 0.077, 0.074, 0.111, 0.118, 0.072, 0.083, 0.072]
}